{
  "formula": "C28H26N5O7PSn",
  "method": "ωB97M-V with the def2-TZVPD basis set",
  "elements": ["Sn", "O", "C", "O", "C", "C", "C", "C", "C", "C", "N", "C", "C", "C", "C", "C", "C", "N", "H", "H", "H", "H", "H", "H", "H", "H", "H", "H", "O", "N", "O", "C", "C", "C", "C", "C", "C", "N", "C", "C", "N", "C", "C", "C", "C", "H", "H", "H", "H", "H", "H", "H", "C", "O", "P", "O", "C", "O", "C", "H", "H", "H", "H", "H", "H", "H", "H", "H"],
  "positions_angstrom": [[0.1136, -0.0403, 0.2613], [6.3735, 0.4192, -4.6580], [5.0936, 0.1234, -4.5125], [4.4108, -0.2610, -5.4152], [4.4596, 0.2224, -3.1317], [5.1427, 0.1028, -1.9261], [4.4595, 0.0960, -0.7174], [3.0744, 0.2251, -0.7256], [2.3907, 0.3624, -1.9335], [3.0687, 0.3511, -3.1318], [2.2753, 0.1888, 0.4550], [2.6878, 0.1508, 1.6662], [1.7132, 0.0570, 2.7622], [2.0921, 0.0986, 4.0857], [1.1059, 0.0146, 5.0727], [-0.2202, -0.1105, 4.6960], [-0.5377, -0.1474, 3.3460], [0.4074, -0.0674, 2.4002], [6.8020, 0.7937, -3.8782], [6.2179, -0.0300, -1.9076], [5.0216, -0.0221, 0.1998], [1.3028, 0.4935, -1.9585], [2.5581, 0.4247, -4.0831], [3.7458, 0.1870, 1.9110], [3.1374, 0.1997, 4.3502], [1.3794, 0.0493, 6.1204], [-1.0089, -0.1795, 5.4334], [-1.5646, -0.2386, 3.0138], [-4.8031, 5.7749, -0.5343], [-3.6597, 5.6162, -0.2104], [-2.8303, 6.4709, 0.0064], [-3.1867, 4.1952, -0.1305], [-4.1468, 3.2513, -0.0953], [-3.8020, 1.8670, 0.0166], [-4.7562, 0.8298, 0.0432], [-4.3385, -0.4821, 0.1311], [-2.9771, -0.7522, 0.2006], [-2.0592, 0.2194, 0.2006], [-2.4559, 1.5133, 0.0938], [-1.4391, 2.5206, 0.0257], [-0.1428, 2.0914, 0.0625], [0.8489, 2.9848, -0.0177], [0.5934, 4.3436, -0.1201], [-0.7057, 4.7970, -0.1623], [-1.7790, 3.8747, -0.0845], [-5.1854, 3.5550, -0.1538], [-5.8124, 1.0675, -0.0178], [-5.0485, -1.2980, 0.1415], [-2.6185, -1.7742, 0.2676], [1.8628, 2.6094, -0.0170], [1.4210, 5.0371, -0.1818], [-0.9139, 5.8528, -0.2592], [-0.7958, -4.3757, 1.1339], [-0.6861, -3.6823, -0.1701], [0.1643, -2.4894, -0.6283], [1.6688, -2.6401, -0.2886], [2.5100, -3.7712, -0.7907], [-0.0340, -2.3324, -2.1466], [-1.0888, -2.8602, -3.0572], [-1.1310, -5.3774, 0.8875], [-1.5413, -3.8589, 1.7302], [0.1791, -4.3970, 1.6133], [3.3284, -3.8555, -0.0857], [2.8573, -3.4992, -1.7826], [1.9221, -4.6852, -0.8116], [-0.5671, -3.1424, -3.9650], [-1.7873, -2.0522, -3.2460], [-1.5644, -3.7200, -2.5977]],
  "forces_ev_per_a": [[-0.287, -0.164, 0.712], [0.145, 0.021, -0.007], [-0.125, -0.199, -0.048], [0.044, 0.083, 0.077], [-0.107, 0.054, -0.033], [0.030, -0.026, 0.014], [-0.028, 0.013, 0.019], [0.072, -0.005, 0.025], [-0.057, -0.014, 0.015], [0.064, 0.020, 0.037], [-0.029, -0.025, -0.122], [-0.059, 0.016, 0.063], [0.022, -0.008, -0.064], [-0.001, -0.003, -0.008], [0.024, 0.002, 0.022], [-0.024, -0.001, -0.008], [-0.014, 0.022, 0.040], [0.048, -0.001, -0.118], [-0.017, 0.045, -0.035], [-0.006, 0.020, -0.001], [0.000, -0.025, -0.002], [-0.001, 0.006, -0.010], [0.000, 0.001, -0.003], [-0.006, 0.014, 0.020], [0.000, -0.001, 0.003], [0.005, -0.004, -0.001], [-0.008, 0.004, -0.007], [0.003, -0.001, 0.001], [-0.012, -0.026, 0.199], [0.137, -0.010, -0.540], [-0.165, 0.071, 0.223], [-0.075, 0.016, 0.137], [-0.022, 0.000, 0.004], [-0.002, 0.012, -0.017], [-0.009, 0.010, -0.008], [0.006, -0.004, -0.009], [-0.012, -0.011, 0.073], [0.003, -0.019, -0.036], [0.012, 0.015, -0.030], [-0.019, -0.033, 0.055], [0.036, -0.042, -0.285], [0.016, -0.009, -0.006], [0.017, -0.015, 0.000], [0.066, 0.034, -0.045], [0.032, -0.024, 0.029], [-0.010, 0.004, 0.004], [-0.001, 0.003, 0.006], [0.001, -0.001, 0.000], [-0.003, 0.007, -0.012], [0.007, -0.009, 0.001], [0.006, -0.007, -0.008], [0.033, -0.051, 0.004], [0.113, -0.045, -0.091], [-0.401, 0.311, 0.207], [0.856, 0.226, -0.706], [-0.218, -0.152, 0.083], [0.045, -0.021, -0.048], [-0.201, 0.015, 0.213], [0.067, -0.109, -0.078], [0.002, -0.006, 0.013], [0.002, 0.002, 0.021], [-0.005, -0.004, 0.018], [0.000, 0.013, 0.000], [0.003, 0.000, 0.005], [-0.005, 0.005, 0.007], [0.013, 0.012, 0.007], [-0.001, 0.006, 0.011], [-0.002, -0.006, 0.019]],
  "spin_multiplicity": 1,
  "charge": 4,
  "de_lowest_kcal_mol": 0.0,
  "homo_lumo_gap_ev": 5.88,
  "energy_ha": -2437.21821,
  "largest_force_ev_per_a": 1.13
}